Formula: C5H6N2O2
Source: the Open Molecules 2025 dataset
Level of theory: ωB97M-V/def2-TZVPD

Geometry as XYZ:
```
15
Properties=species:S:1:pos:R:3:forces:R:3
C -0.0525 -0.0158 -1.7197 0.2 0.9 -1.4
C 0.2148 -0.1870 1.9319 0.8 2.0 0.8
C -1.7098 1.3301 -2.0978 -1.2 2.7 1.3
C -0.1027 -0.5692 0.5208 -2.7 0.6 0.7
C 0.4770 0.3180 -0.5621 0.9 -1.1 0.7
N -0.9191 0.3126 -2.5669 0.7 -2.0 -0.6
N 1.6878 0.8983 -0.2817 -2.3 -0.7 2.2
O 0.5022 -0.8987 2.8502 -0.1 -1.1 -0.1
O -1.5691 1.9305 -1.0386 -0.6 -0.7 -1.4
H 0.2500 0.9149 2.1782 -0.4 -0.4 -0.7
H -2.5247 1.5574 -2.8113 0.1 0.2 0.4
H -1.2926 -0.5287 0.5291 2.3 0.0 -0.4
H 0.1824 -1.5655 0.3026 0.2 -1.1 0.2
H 2.3356 1.2149 -0.9036 1.4 0.9 -2.4
H 2.0935 0.4667 0.5088 0.8 -0.1 0.8
```
Forces are in eV/Å.

As for the LUMO energy: -0.13 eV. As for the orbital gap: 8.469 eV. The max |F| is 3.2 eV/Å. Its structure (SMILES) is NC(=C=NC=O)CC=O.

---

Formula: C2H8FN4OP3
Source: the Open Molecules 2025 dataset
Level of theory: ωB97M-V/def2-TZVPD

Geometry as XYZ:
```
19
Properties=species:S:1:pos:R:3:forces:R:3
C 3.1689 -0.8198 1.4132 0.3 0.9 -0.3
C 3.0606 -0.5712 -0.0781 -1.2 0.1 1.3
N -1.7889 1.5183 -0.9242 -1.8 2.3 0.4
N -2.0212 -0.8752 0.0359 1.9 -2.2 0.2
N 0.0997 -0.1618 -1.3388 1.3 0.6 -0.7
N -4.0955 0.7086 0.1012 0.3 -0.1 0.7
O 3.8900 -0.0401 -0.7446 0.8 0.2 -0.8
F -0.1586 -2.6296 -0.5294 -0.1 0.9 0.0
P -0.3609 1.3744 -1.6048 0.0 -3.7 -1.5
P -2.4569 0.5837 0.4939 -0.6 2.0 0.8
P -0.3884 -1.0970 -0.1378 -2.8 -0.4 -0.5
H 3.9502 -1.5264 1.6275 0.4 -0.4 0.1
H 3.4491 0.1473 1.9144 -0.5 -0.9 -0.3
H 2.2133 -1.2406 1.7064 -0.1 0.2 0.6
H 0.6048 2.0060 -0.9653 1.8 1.7 1.1
H 2.0294 -0.7831 -0.4408 0.8 -0.1 -0.5
H -2.1631 2.4715 -1.0190 -0.2 -0.6 0.2
H -4.6745 1.0819 0.8831 0.5 -1.0 -1.2
H -4.3579 -0.1468 -0.3928 -0.8 0.5 0.4
```
Forces are in eV/Å.

As for the LUMO energy (spin up / spin down): -2.06 / -2.33 eV. As for the orbital gap (spin up / spin down): 6.330 / 6.170 eV. The max |F| is 4.0 eV/Å.

---

Formula: C9H11N3O3
Source: the Open Molecules 2025 dataset
Level of theory: ωB97M-V/def2-TZVPD

Geometry as XYZ:
```
26
Properties=species:S:1:pos:R:3:forces:R:3
C -3.2070 1.5645 -0.4803 0.2 0.6 -0.4
C -3.7444 0.4762 -1.1469 0.9 1.8 1.3
C -2.0796 1.0404 0.2216 -0.8 -2.4 -0.9
C -2.1051 -0.3350 -0.1132 3.5 0.5 4.7
C -0.3410 0.8489 1.5988 2.6 -1.1 1.2
C 0.8777 -0.5930 -0.0239 -1.5 -1.1 0.0
C -0.0822 -0.6375 1.2481 -1.0 2.7 -3.8
C 3.7508 1.1118 -0.2617 1.1 -0.6 -0.4
C 3.1117 -0.1816 -0.7000 -0.2 0.1 0.5
N -1.1924 1.6335 1.1469 -2.0 0.1 -1.7
N -1.2975 -1.2543 0.8423 -2.4 1.6 -2.3
N -1.0670 -2.5806 0.3953 1.0 1.2 1.6
O 0.4409 -0.7786 -1.1472 0.8 0.5 0.8
O -3.0837 -0.7203 -0.8946 0.0 1.1 0.4
O 2.1335 -0.4632 0.3261 0.3 0.2 0.4
H -3.4352 2.6992 -0.4803 -0.1 -2.4 -0.3
H -4.5830 0.4012 -1.7262 -1.7 -0.3 -1.5
H 0.4421 1.3498 2.1460 0.3 -0.3 0.7
H 0.3291 -1.2735 1.9347 1.3 -1.0 2.2
H 2.8947 1.6746 -0.0527 -1.0 1.7 0.2
H 4.3192 1.0533 0.6727 -0.1 -0.4 -0.2
H 4.3932 1.5870 -1.0123 -0.3 -0.2 0.0
H 3.7199 -1.0360 -0.7653 1.2 -1.0 0.2
H 2.5839 -0.1823 -1.6251 -0.3 0.7 -0.8
H -0.8033 -2.5238 -0.5454 0.6 -0.2 -1.9
H -1.9754 -2.8806 0.4426 -2.5 -2.1 -0.1
```
Forces are in eV/Å.

As for the LUMO energy: 0.82 eV. As for the orbital gap: 8.407 eV. The max |F| is 5.9 eV/Å. Its structure (SMILES) is CCOC(=O)[C@H]1C=Nc2ccoc2N1N.

---

Formula: C9H11NO3
Source: the Open Molecules 2025 dataset
Level of theory: ωB97M-V/def2-TZVPD

Geometry as XYZ:
```
24
Properties=species:S:1:pos:R:3:forces:R:3
C 1.2652 1.0507 1.0972 0.2 0.5 0.0
C 1.7918 2.2448 1.8408 -1.8 2.7 -1.4
C -0.0647 1.3957 0.5385 -1.8 -1.9 -1.7
C -0.5000 0.3207 -0.5078 1.1 -1.5 2.3
C -0.1217 0.2124 -1.8288 -0.3 0.4 -1.9
C -1.0500 -0.8538 0.0641 -2.6 -0.8 1.1
C -0.6156 -0.8554 -2.6378 -0.6 -0.4 -1.1
C -1.6908 -1.8652 -0.6589 1.7 0.5 -2.3
C -1.4166 -1.8556 -2.0912 -2.2 -0.6 1.3
H 1.5045 -0.9011 1.4300 -0.4 -1.2 0.3
H 0.7962 -0.0286 2.8360 1.1 -0.8 -2.3
H 1.8030 0.8250 0.2176 1.4 0.0 -0.9
H -0.8154 1.4008 1.3377 0.0 0.5 -0.3
H -0.0023 2.2895 -0.0380 0.0 1.1 0.3
H 0.4548 1.0098 -2.3719 -0.7 -0.7 0.8
H -1.2849 -0.9948 1.1670 0.6 1.0 -1.2
H -0.6007 -0.9022 -3.7853 0.5 0.4 1.9
H -2.3074 -2.6304 -0.1724 0.4 0.3 -0.3
H -2.8939 -3.2920 -2.5957 2.8 2.1 -0.6
H 2.5323 0.9121 2.7395 -0.1 1.5 1.0
N 1.4307 -0.0699 1.9639 -0.9 0.3 2.3
O 1.4557 3.3737 1.5255 0.7 -0.6 0.2
O -2.0959 -2.7347 -2.9840 -1.0 -0.6 1.4
O 2.4257 1.9484 2.9140 1.8 -2.2 0.9
```
Forces are in eV/Å.

As for the LUMO energy: 0.52 eV. As for the orbital gap: 9.329 eV. The max |F| is 3.5 eV/Å. Its structure (SMILES) is N[C@@H](Cc1ccc(O)cc1)C(=O)O.

---

Formula: C9H50N18O16
Source: the Open Molecules 2025 dataset
Level of theory: ωB97M-V/def2-TZVPD

Geometry as XYZ:
```
93
Properties=species:S:1:pos:R:3:forces:R:3
O 1.1162 2.8909 -0.1854 0.1 -0.3 -0.2
H 1.1960 3.7989 0.1067 0.0 0.4 0.4
H 0.2078 2.6566 0.0045 -0.6 0.5 0.1
O -0.0266 1.8234 2.8998 0.7 -0.1 -0.1
H 0.1788 1.0659 3.4477 0.1 -0.2 0.2
H -0.9264 2.0516 3.1332 -0.9 0.4 -0.1
O -0.1132 2.8165 -3.7191 -0.8 0.3 0.2
H -0.3072 2.0557 -4.2666 0.2 -0.3 -0.3
H 0.8421 2.8337 -3.6618 0.5 -0.2 0.0
O -3.0637 2.6345 -2.9208 -0.1 -0.1 0.1
H -3.3273 1.8200 -3.3488 -0.3 -0.3 -0.1
H -2.1500 2.7564 -3.1789 0.6 0.3 -0.3
O -3.5764 -1.0123 -2.1003 -0.9 0.2 -0.5
H -3.1817 -0.6862 -1.2915 0.4 -0.2 0.4
H -3.1808 -1.8744 -2.2296 0.4 -0.1 -0.2
O 2.4366 -1.3355 1.8195 0.7 0.6 -0.3
H 1.5095 -1.4472 2.0300 -0.6 -0.6 0.7
H 2.7558 -2.2241 1.6625 0.1 -0.4 0.1
O 3.0514 -1.9292 -0.8721 0.3 -0.3 -0.3
H 3.3567 -1.3618 -1.5800 -0.1 0.0 -0.4
H 2.8255 -1.3275 -0.1628 -0.3 0.2 0.5
C 3.8094 2.9542 1.7476 -2.5 3.4 0.2
O 3.5754 4.1584 1.9827 0.6 -1.3 0.1
N 4.8279 2.5282 1.0436 3.3 -0.2 -1.6
N 2.9806 1.9627 1.9846 -2.1 -2.5 1.0
H 4.8430 1.5622 0.7491 0.7 0.4 0.1
H 5.6192 3.1542 0.9984 0.0 -0.5 -0.3
H 2.0336 2.0482 2.3253 0.1 0.6 0.1
H 3.1908 1.0599 1.5836 -0.2 0.0 0.4
C 0.9350 -1.7712 -3.7929 -0.4 1.2 1.4
O 0.1232 -2.6280 -3.7706 -2.3 -3.1 -0.1
N 0.9026 -0.6775 -3.0481 -0.6 3.1 2.0
N 2.0505 -1.7297 -4.4721 3.1 -0.9 -2.6
H 1.5341 0.0635 -3.3170 -0.2 0.1 0.6
H 0.1886 -0.3856 -2.3962 -0.2 -0.8 -0.7
H 2.3503 -2.5601 -4.9625 0.1 0.6 -0.2
H 2.5101 -0.8307 -4.4967 0.5 -0.7 -0.5
C -0.8178 -0.0668 -0.4129 0.1 -1.4 2.1
O -1.5033 -1.0470 -0.4018 -2.2 -3.2 0.3
N -0.9132 0.8360 -1.2990 -0.2 4.4 -3.7
N 0.1150 0.1771 0.4608 3.0 -0.1 2.5
H -0.0524 1.3517 -1.4140 -0.7 0.6 -0.8
H -1.6857 0.8790 -1.9482 0.3 0.1 0.0
H 0.5244 -0.5730 0.9992 -0.7 0.3 -0.2
H 0.5296 1.0889 0.5913 0.0 -0.5 0.1
C -3.5033 0.6465 2.4280 1.4 5.6 1.5
O -3.1911 1.8061 2.7504 -0.5 0.1 -0.3
N -4.5896 0.2638 1.8525 -5.5 -0.2 -2.5
N -2.7211 -0.3247 2.5616 4.1 -5.3 1.3
H -4.9743 -0.6481 2.0535 0.0 0.2 -0.2
H -5.2451 0.9702 1.5503 0.0 -0.2 0.3
H -1.8426 -0.2995 3.0594 -0.3 0.0 -0.4
H -3.0533 -1.1806 2.1406 0.9 -0.2 0.3
C 0.8537 -4.4028 0.4663 -1.9 0.0 -2.0
O 0.4582 -5.1984 1.2609 -0.3 -2.5 3.8
N 1.7945 -4.6328 -0.3984 3.8 -1.5 -1.1
N 0.1427 -3.3767 0.1385 -2.3 4.1 -0.2
H 2.1110 -3.8954 -1.0117 0.4 -0.2 0.2
H 2.4237 -5.3122 0.0050 0.5 0.0 -0.8
H 0.3864 -2.7868 -0.6442 -0.3 0.0 0.2
H -0.7308 -3.2291 0.6236 0.3 0.1 -0.3
C 3.3478 2.1998 -3.0445 -0.4 1.9 1.1
O 2.4701 1.5558 -3.5772 -1.0 -1.3 -0.4
N 4.4886 2.5080 -3.5933 5.0 -0.7 -3.5
N 3.2882 2.9277 -1.9378 -1.3 0.2 1.8
H 4.9271 1.8622 -4.2343 -0.5 0.1 -0.4
H 5.2294 2.9526 -3.0703 -0.4 0.0 0.1
H 4.0585 3.5666 -1.8014 -0.7 -0.1 0.8
H 2.4939 2.8410 -1.3200 0.0 0.3 0.2
C -2.0899 4.5503 0.4393 0.0 0.1 2.7
O -2.1522 4.7148 1.6275 -0.4 0.3 2.1
N -2.8103 3.7735 -0.2836 -4.0 -3.7 -1.6
N -1.2056 5.1036 -0.3079 4.7 3.1 -2.9
H -2.5369 3.5060 -1.2183 -0.5 -0.1 0.4
H -3.4412 3.1709 0.2253 0.0 0.0 -0.3
H -0.5154 5.7072 0.1156 -0.3 0.1 -0.3
H -1.3002 5.0061 -1.3087 0.5 0.5 0.3
C 0.0686 -2.6756 3.8763 0.3 -2.7 2.2
O -0.0712 -2.0436 2.9157 -1.6 5.5 -6.3
N 0.4206 -3.9188 3.7815 1.5 -3.1 -0.6
N -0.1858 -2.3426 5.0900 -0.4 1.6 4.2
H 0.2623 -4.2368 2.8361 0.8 -1.5 -0.2
H 0.8033 -4.4338 4.5615 -0.4 -0.4 -0.7
H -0.5263 -1.4262 5.3437 0.5 -0.3 0.3
H 0.3194 -3.0033 5.6630 -0.8 1.0 1.4
C -4.1143 -3.6447 1.1196 2.0 -2.6 3.3
O -4.3980 -4.3309 2.0822 -1.7 -0.7 1.3
N -4.7188 -3.7086 -0.0217 -1.3 0.9 -2.7
N -2.9258 -3.0390 1.1980 1.1 2.0 -0.9
H -5.3909 -4.4554 -0.1251 0.1 0.4 -0.4
H -4.2860 -3.1632 -0.7533 -0.8 -0.5 -0.5
H -2.6610 -2.3878 0.4728 0.7 0.2 0.3
H -2.4613 -3.0957 2.0930 0.0 0.1 -0.3
```
Forces are in eV/Å.

As for the LUMO energy: -0.39 eV. As for the orbital gap: 8.887 eV. The max |F| is 8.5 eV/Å.

---

Formula: C8H18CsNO5
Source: the Open Molecules 2025 dataset
Level of theory: ωB97M-V/def2-TZVPD

Geometry as XYZ:
```
33
Properties=species:S:1:pos:R:3:forces:R:3
Cs 0.1570 1.4327 -2.5829 0.5 0.5 -0.7
C -1.6156 -0.3225 0.3092 -0.6 -0.1 -0.8
C -1.0423 -0.3787 1.6825 0.9 0.0 0.4
C -1.7518 -1.2563 2.6862 0.1 -0.3 -0.4
O -0.9739 -1.2033 3.8450 0.0 -0.1 0.6
C -1.5861 -1.8602 4.9477 0.2 -0.3 -0.1
N 0.4002 -0.8626 1.5002 -0.8 -0.1 1.2
H 0.7139 -1.3055 2.3697 0.0 0.2 -0.1
H 0.4966 -1.5467 0.6986 0.3 0.1 0.2
H 0.9994 -0.0672 1.2974 0.2 -0.3 -0.3
H -1.2544 0.5652 -0.2061 0.0 -0.1 0.0
H -2.7048 -0.2998 0.2591 0.0 0.0 0.3
H -1.2727 -1.2018 -0.2391 -0.2 0.1 -0.1
H -0.9691 0.6025 2.1575 0.0 0.0 -0.1
H -1.8365 -2.2927 2.3235 -0.1 0.1 0.0
H -2.7549 -0.8526 2.8647 0.0 0.0 -0.1
H -0.9538 -1.6926 5.8136 0.0 0.1 0.1
H -1.6452 -2.9438 4.7817 0.0 0.1 -0.1
H -2.5922 -1.4723 5.1222 0.0 0.1 0.1
C 1.9817 4.8921 -2.8662 0.1 -0.4 -0.4
C 2.0870 4.4523 -4.3494 0.2 -0.3 0.0
O 2.6481 5.2477 -5.1048 -0.1 0.0 0.0
O 1.6215 3.2990 -4.6289 -0.3 -0.2 0.5
H 2.9927 5.0083 -2.4761 0.0 0.2 0.1
H 1.4793 4.1095 -2.2934 -0.1 0.2 0.2
H 1.4465 5.8382 -2.8175 0.0 0.0 0.2
C 0.8208 -2.4026 -2.8115 -0.1 -0.5 0.5
C 0.9059 -2.0906 -1.3119 0.0 0.3 -0.2
O 0.7429 -2.9982 -0.4731 -0.2 0.1 0.1
O 1.0753 -0.8769 -0.9657 0.2 0.3 -0.9
H 0.2098 -1.6551 -3.3235 0.2 0.0 -0.1
H 0.3677 -3.3850 -2.9387 -0.1 0.1 0.0
H 1.8070 -2.4805 -3.2696 0.0 0.4 0.1
```
Forces are in eV/Å.

As for the LUMO energy: -0.79 eV. As for the orbital gap: 6.240 eV. The max |F| is 1.4 eV/Å.